No. 1
The following is a DFT calculation (the ωB97M-V functional and the def2-TZVPD basis) of the molecule C10H13N5O at a distorted geometry.

```
29
Properties=species:S:1:pos:R:3
C -2.290 -0.778 -2.235
C -0.852 -1.199 -2.250
C -0.118 -1.308 -1.150
C -0.634 -1.048 0.239
N 0.385 -1.242 1.238
C 0.964 -0.263 1.948
N 2.007 -0.606 2.718
C 2.600 0.312 3.460
N 2.310 1.595 3.567
C 1.274 1.945 2.806
N 0.693 3.170 2.664
C -0.334 3.007 1.778
N -0.457 1.791 1.346
C 0.542 1.082 1.969
C -0.286 -1.525 -3.607
O -0.462 -0.415 -4.466
H -2.570 -0.403 -3.215
H -2.455 0.002 -1.496
H -2.931 -1.625 -1.986
H 0.919 -1.608 -1.213
H -1.475 -1.721 0.452
H -0.991 -0.018 0.325
H 0.834 -2.144 1.299
H 3.433 -0.036 4.056
H 0.978 4.015 3.129
H -0.969 3.817 1.478
H 0.779 -1.780 -3.518
H -0.819 -2.401 -4.014
H -0.074 -0.618 -5.323
```

Computed properties:
LUMO energy: 0.8 eV
E: -20079.045 eV
ΔE to the lowest compared entry with this formula, charge and spin: 0.0 kJ/mol
Net charge: 0

No. 2
The following is a DFT calculation (the ωB97M-V functional and the def2-TZVPD basis) of the molecule C5H8N4O2S at a distorted geometry.

```
20
Properties=species:S:1:pos:R:3
C -1.521 0.242 0.172
C -1.917 1.170 1.219
C 1.664 -0.986 -2.390
C 0.884 -0.258 -0.105
C 1.860 -1.013 -0.946
N 0.526 -0.675 -2.876
N -0.443 -0.324 -0.355
N -1.193 1.728 2.175
N -1.823 2.437 3.122
O -2.917 3.029 2.947
O -1.155 2.478 4.173
S 1.870 -2.799 -0.407
H -2.429 -0.092 -0.258
H -2.976 1.130 1.309
H 2.662 -1.202 -2.879
H 1.066 0.206 0.773
H 2.953 -0.671 -0.669
H 0.472 -0.805 -3.843
H -0.654 -0.648 -1.330
H 3.071 -2.947 0.168
```

Computed properties:
LUMO energy (alpha / beta): -1.1 / -1.1 eV
E: -26198.326 eV
ΔE to the lowest compared entry with this formula, charge and spin: 753.8 kJ/mol
Net charge: 0

No. 3
The following is a DFT calculation (the ωB97M-V functional and the def2-TZVPD basis) of the molecule C4H6N2O2 at a distorted geometry.

```
14
Properties=species:S:1:pos:R:3
H 2.191 1.843 0.102
N 1.215 2.099 0.246
C 0.418 1.098 0.220
C -1.017 1.529 -0.205
O -2.106 1.059 0.009
C 0.761 -0.286 0.136
O 2.129 -0.501 0.053
C -0.112 -1.291 -0.218
N -1.365 -1.516 0.249
H -0.965 2.610 -0.428
H 2.307 -1.448 0.046
H 0.353 -2.208 -0.577
H -1.922 -0.708 0.510
H -1.887 -2.281 -0.143
```

Computed properties:
LUMO energy: 0.0 eV
E: -11318.257 eV
ΔE to the lowest compared entry with this formula, charge and spin: 268.7 kJ/mol
Net charge: 0

No. 4
The following is a DFT calculation (the ωB97M-V functional and the def2-TZVPD basis) of a cluster of 2 separate species, C5H9N5O in total at a distorted geometry.

```
20
Properties=species:S:1:pos:R:3
C -2.832 0.325 -0.955
C 0.713 0.820 -0.308
C 1.170 0.639 0.990
C 0.687 -0.607 0.247
C -0.663 -1.102 0.582
N -3.849 -0.578 -0.776
N -3.124 1.148 0.099
N -4.745 -0.152 0.207
N -4.284 0.894 0.745
N 1.667 -1.554 -0.228
O -0.976 -2.212 0.717
H -0.142 1.419 -0.568
H 1.497 0.931 -1.117
H 2.224 0.753 1.290
H 0.530 0.932 1.837
H -1.148 -0.187 0.983
H 1.428 -2.491 0.216
H -2.631 1.980 0.538
H 1.843 -1.699 -1.246
H -4.166 -1.336 -1.254
```

Computed properties:
LUMO energy: 0.7 eV
E: -14824.363 eV
ΔE to the lowest compared entry with this formula, charge and spin: 447.7 kJ/mol
Net charge: 0

No. 5
The following is a DFT calculation (the ωB97M-V functional and the def2-TZVPD basis) of a structure of composition C4H6CuMgO2 at a distorted geometry.

```
14
Properties=species:S:1:pos:R:3
O -1.060 -1.769 -0.240
Mg -1.897 -0.393 -1.277
C 0.257 -1.645 0.181
C 0.577 -0.274 0.787
H 0.493 -2.403 0.955
H 0.028 -0.226 1.743
H 1.649 -0.201 1.034
H 0.973 -1.833 -0.649
C 0.252 0.847 -1.274
C 0.104 1.080 0.086
O -0.162 2.101 0.796
Cu -2.124 3.001 1.585
H 0.621 -0.025 -1.823
H 0.288 1.741 -1.903
```

Computed properties:
LUMO energy (alpha / beta): -2.1 / -1.9 eV
2S+1: 2
E: -58420.954 eV
ΔE to the lowest compared entry with this formula, charge and spin: 0.0 kJ/mol
Net charge: 0

No. 6
The following is a DFT calculation (the ωB97M-V functional and the def2-TZVPD basis) of a structure of composition AgH30O19P at a distorted geometry.

```
51
Properties=species:S:1:pos:R:3
Ag -1.162 0.061 1.603
P 0.616 -0.191 -0.373
O 0.159 -1.371 0.365
O 0.896 0.241 1.013
O -0.786 -0.364 -0.602
O -0.264 1.056 0.002
O 1.425 -1.224 2.974
H 1.116 -0.573 2.245
H 1.720 -1.972 2.491
O -1.547 2.832 0.928
H -0.953 2.062 0.601
H -1.413 3.562 0.335
O 1.498 2.977 0.201
H 0.963 3.692 0.590
H 1.008 2.208 0.412
O 3.802 1.467 -0.560
H 3.267 1.367 0.218
H 4.196 0.577 -0.580
O 3.112 0.919 1.971
H 2.203 0.628 1.700
H 3.248 0.420 2.789
O -1.666 0.012 -2.966
H -1.292 -0.063 -2.037
H -1.040 -0.449 -3.502
O -2.586 -2.653 -3.046
H -2.323 -1.800 -2.591
H -3.489 -2.529 -3.398
O -0.190 -3.175 -1.344
H -1.031 -3.194 -1.814
H -0.259 -2.432 -0.700
O 2.126 -2.954 0.763
H 1.843 -3.456 1.543
H 1.284 -2.413 0.649
O -0.903 2.382 -1.886
H -1.071 1.666 -2.495
H -0.661 1.832 -1.072
O 0.080 1.671 2.802
H -0.315 2.369 2.195
H 0.448 1.108 2.070
O 1.453 1.441 -2.747
H 2.079 1.914 -2.229
H 0.652 1.962 -2.441
O -0.934 -2.632 2.104
H -0.918 -2.029 2.835
H -0.484 -2.055 1.305
O -2.849 0.825 -0.285
H -1.925 0.441 -0.316
H -2.606 1.684 0.058
O -2.501 -2.087 -0.163
H -1.773 -1.457 -0.323
H -2.256 -2.302 0.705
```

Computed properties:
LUMO energy: 4.7 eV
E: -52662.328 eV
ΔE to the lowest compared entry with this formula, charge and spin: 1814.2 kJ/mol
Net charge: -2

No. 7
The following is a DFT calculation (the ωB97M-V functional and the def2-TZVPD basis) of a structure of composition C4H7ClN2 at a distorted geometry.

```
14
Properties=species:S:1:pos:R:3
C -2.189 -0.953 0.061
C 1.599 0.400 -0.999
C 0.453 -0.464 -0.485
C -0.587 0.154 0.409
N -3.171 -1.488 -0.156
N -0.489 0.169 1.789
Cl -1.325 1.685 -0.370
H 1.366 0.928 -2.033
H 2.509 -0.025 -1.170
H 1.801 1.174 -0.318
H -0.178 -0.903 -1.244
H 0.904 -1.305 -0.117
H -1.070 0.620 2.488
H 0.377 0.007 2.146
```

Computed properties:
LUMO energy: 0.4 eV
E: -19761.416 eV
ΔE to the lowest compared entry with this formula, charge and spin: 320.1 kJ/mol
Net charge: 0

No. 8
The following is a DFT calculation (the ωB97M-V functional and the def2-TZVPD basis) of the molecule C2H2N4O2 at a distorted geometry.

```
10
Properties=species:S:1:pos:R:3
O -1.471 -2.142 0.294
C -0.600 -1.306 0.254
N 0.603 -1.448 1.079
N 1.456 -0.440 0.899
N 1.201 0.519 -0.021
C -0.023 0.981 -0.626
O -0.153 2.163 -1.097
N -0.813 -0.023 -0.435
H 1.657 1.552 0.536
H -1.857 0.144 -0.885
```

Computed properties:
LUMO energy: -1.1 eV
E: -12158.545 eV
ΔE to the lowest compared entry with this formula, charge and spin: 405.4 kJ/mol
Net charge: 0